{"formula": "C72H62N2O5S3SeTeTi", "method": "ωB97M-V/def2-TZVPD", "symbols": ["Ti", "C", "C", "C", "C", "C", "C", "C", "S", "O", "C", "C", "C", "C", "C", "C", "C", "C", "C", "C", "C", "C", "C", "C", "C", "C", "C", "C", "C", "C", "S", "O", "C", "C", "C", "C", "C", "C", "C", "H", "H", "H", "H", "H", "H", "H", "H", "H", "H", "H", "H", "H", "H", "H", "H", "H", "H", "H", "H", "H", "H", "H", "H", "H", "H", "C", "C", "C", "C", "C", "O", "C", "C", "C", "C", "C", "C", "C", "O", "C", "C", "C", "N", "C", "C", "Te", "C", "C", "C", "C", "C", "C", "C", "C", "C", "C", "C", "C", "H", "H", "H", "H", "H", "H", "H", "H", "H", "H", "H", "H", "H", "H", "H", "H", "H", "H", "H", "H", "H", "H", "H", "H", "Se", "C", "C", "C", "N", "C", "C", "H", "H", "H", "H", "O", "S", "C", "C", "C", "C", "H", "H", "H", "H", "H", "H", "H", "H"], "xyz": [[0.5041, -0.5975, -0.4768], [-3.2577, 6.0139, 3.4288], [-2.3882, 4.8809, 2.9503], [-2.5754, 3.5840, 3.4415], [-1.7806, 2.5353, 3.0211], [-0.7828, 2.7874, 2.0857], [-0.5785, 4.0630, 1.5690], [-1.3870, 5.1017, 2.0037], [0.3609, 1.5723, 1.5500], [-0.4494, 0.3911, 0.9192], [1.0292, 0.9289, 3.0681], [2.2039, 1.6604, 3.3911], [3.0095, 1.2661, 4.4048], [2.7526, 0.0396, 5.0607], [3.6456, -0.4600, 6.0419], [3.4048, -1.6515, 6.6570], [2.2541, -2.3998, 6.3185], [1.3598, -1.9271, 5.4026], [1.5791, -0.6879, 4.7422], [0.6297, -0.1719, 3.7841], [-0.7625, -0.7512, 3.9489], [-1.4004, -0.2948, 5.1679], [-0.8859, 0.7919, 5.9292], [-1.5058, 1.2039, 7.0741], [-2.6716, 0.5537, 7.5377], [-3.1936, -0.4870, 6.8287], [-2.5764, -0.9293, 5.6317], [-3.0997, -2.0333, 4.9120], [-2.5291, -2.4304, 3.7518], [-1.3783, -1.7658, 3.2454], [-0.8503, -2.2848, 1.5945], [-0.3757, -3.6948, 1.5835], [-2.5137, -2.3040, 0.8871], [-2.8717, -3.4182, 0.1513], [-4.1219, -3.4627, -0.4533], [-5.0285, -2.4123, -0.3171], [-6.3877, -2.4840, -0.9689], [-4.6492, -1.3085, 0.4430], [-3.3980, -1.2400, 1.0328], [-3.6071, 5.8413, 4.4461], [-4.1387, 6.1126, 2.7894], [-2.7223, 6.9626, 3.3999], [-3.3476, 3.3991, 4.1815], [-1.9346, 1.5379, 3.4194], [0.2066, 4.2336, 0.8386], [-1.2358, 6.1018, 1.6103], [2.4368, 2.5561, 2.8221], [3.8763, 1.8554, 4.6858], [4.5278, 0.1224, 6.2862], [4.0924, -2.0263, 7.4065], [2.0807, -3.3586, 6.7918], [0.4855, -2.5193, 5.1599], [0.0044, 1.3144, 5.5980], [-1.0937, 2.0320, 7.6385], [-3.1430, 0.8807, 8.4561], [-4.0843, -1.0013, 7.1745], [-3.9725, -2.5510, 5.2974], [-2.9342, -3.2759, 3.2086], [-2.1780, -4.2498, 0.0927], [-4.4123, -4.3423, -1.0207], [-6.2942, -2.6998, -2.0346], [-6.9389, -1.5503, -0.8545], [-6.9861, -3.2848, -0.5286], [-5.3552, -0.4968, 0.5903], [-3.1208, -0.3726, 1.6218], [2.8866, 3.1327, -6.0123], [2.3904, 2.5366, -4.7167], [2.9774, 1.4180, -4.1598], [2.5076, 0.8870, -2.9587], [3.0669, -0.3354, -2.3476], [2.2684, -1.1341, -1.8348], [4.5016, -0.6084, -2.2611], [4.9150, -1.8464, -1.7586], [6.2568, -2.1000, -1.5458], [7.1986, -1.1119, -1.8218], [6.7965, 0.1276, -2.3044], [5.4546, 0.3811, -2.5242], [1.4178, 1.4643, -2.3164], [1.0324, 0.9305, -1.1259], [0.7613, 2.5734, -2.8821], [1.2928, 3.0892, -4.0586], [-0.5546, 3.1071, -2.3662], [-1.0345, 2.6201, -1.2994], [-2.4407, 2.7863, -0.9573], [-3.2127, 1.6471, -1.6376], [-2.1179, -0.2120, -1.8109], [-1.9497, -0.0684, -3.9119], [-0.7217, -0.1316, -4.5640], [-0.6686, -0.0404, -5.9519], [-1.8354, 0.1255, -6.6837], [-3.0638, 0.1786, -6.0310], [-3.1256, 0.0701, -4.6467], [-1.3134, 4.0682, -3.2424], [-1.9204, 3.6092, -4.4122], [-2.6586, 4.4812, -5.2029], [-2.7875, 5.8159, -4.8344], [-2.1709, 6.2788, -3.6794], [-1.4373, 5.4063, -2.8829], [3.8145, 2.6640, -6.3386], [3.0646, 4.2041, -5.9022], [2.1459, 3.0074, -6.8062], [3.7933, 0.9208, -4.6740], [4.1699, -2.5917, -1.5150], [6.5734, -3.0605, -1.1555], [8.2514, -1.3052, -1.6459], [7.5327, 0.8995, -2.4928], [5.1470, 1.3620, -2.8563], [0.8091, 3.9526, -4.5021], [-2.8672, 3.7383, -1.2814], [-2.5361, 2.7184, 0.1239], [-3.4151, 1.9127, -2.6740], [-4.1481, 1.4221, -1.1300], [0.1963, -0.2194, -3.9988], [0.2897, -0.0871, -6.4582], [-1.7904, 0.2154, -7.7627], [-3.9788, 0.2933, -6.6015], [-4.0871, 0.0925, -4.1431], [-1.8113, 2.5678, -4.7030], [-3.1303, 4.1174, -6.1092], [-3.3643, 6.4961, -5.4506], [-2.2628, 7.3218, -3.3953], [-0.9485, 5.7692, -1.9837], [2.1870, -1.6486, 1.0180], [3.7090, -0.5191, 1.2553], [4.6472, -0.9379, 2.1863], [5.7520, -0.1336, 2.4253], [5.9870, 1.0179, 1.7865], [5.0872, 1.3956, 0.8778], [3.9349, 0.6777, 0.5874], [4.5086, -1.8669, 2.7313], [6.4862, -0.4252, 3.1721], [5.2957, 2.3269, 0.3576], [3.2309, 1.0670, -0.1332], [-0.0274, -2.2539, -1.2346], [0.4409, -2.8841, -2.6002], [-0.8853, -4.0610, -2.9342], [-0.5079, -5.3526, -2.2127], [0.9946, -5.5128, -2.4494], [1.6233, -4.1643, -2.0904], [-0.9003, -4.1799, -4.0215], [-1.8169, -3.5905, -2.6089], [-1.0769, -6.1968, -2.6025], [-0.7105, -5.2616, -1.1431], [1.1874, -5.7555, -3.4955], [1.4270, -6.3007, -1.8359], [2.5754, -3.9582, -2.5722], [1.7140, -4.0159, -1.0112]], "forces_ev_per_a": [[0.8, -0.5, 0.6], [0.0, -0.1, -0.1], [0.0, 0.1, 0.0], [-0.1, 0.0, 0.0], [-0.1, -0.1, 0.0], [-0.1, 0.1, 0.0], [0.0, 0.0, 0.0], [0.0, 0.0, 0.0], [-0.3, 0.0, 0.4], [-0.1, 0.6, 0.4], [0.2, 0.1, -0.1], [-0.1, 0.1, -0.2], [0.2, 0.0, 0.1], [0.0, 0.0, 0.1], [0.0, 0.1, -0.1], [0.0, -0.1, 0.1], [0.1, 0.0, 0.0], [-0.1, 0.0, 0.0], [-0.1, 0.0, 0.0], [-0.1, -0.3, 0.1], [0.1, 0.0, -0.1], [0.0, 0.0, -0.1], [0.0, 0.0, -0.1], [-0.1, 0.0, 0.0], [0.1, 0.1, 0.0], [0.0, -0.1, 0.0], [0.0, 0.0, 0.0], [-0.1, 0.0, 0.2], [0.2, -0.1, -0.2], [0.2, 0.2, 0.0], [-0.3, -0.6, -0.1], [-0.2, 0.3, 0.1], [0.1, 0.1, 0.1], [0.0, -0.1, 0.0], [0.0, 0.0, 0.0], [-0.1, -0.1, -0.1], [0.1, 0.0, 0.1], [-0.1, 0.1, 0.0], [0.1, 0.0, 0.1], [0.0, 0.0, 0.0], [0.0, 0.0, 0.0], [0.0, 0.0, 0.0], [0.1, 0.0, -0.1], [0.0, 0.1, 0.0], [-0.1, 0.0, 0.1], [0.0, -0.1, 0.1], [0.0, -0.1, 0.0], [0.0, -0.1, -0.1], [-0.1, 0.0, 0.0], [-0.1, 0.0, -0.1], [0.0, 0.1, 0.0], [0.0, 0.0, 0.0], [-0.1, -0.1, 0.0], [0.0, 0.0, 0.0], [0.0, 0.0, 0.0], [0.1, 0.0, 0.0], [0.1, 0.0, 0.0], [0.0, 0.1, 0.0], [-0.1, 0.1, 0.0], [0.0, 0.1, 0.0], [0.0, 0.0, 0.0], [0.0, 0.0, 0.0], [0.0, 0.0, 0.0], [0.1, 0.0, 0.0], [0.0, 0.0, 0.0], [-0.1, 0.0, 0.1], [0.1, 0.1, -0.2], [0.1, -0.1, -0.1], [0.2, 0.0, 0.1], [0.2, 0.2, -0.2], [-0.3, -0.2, -0.1], [0.1, 0.0, -0.2], [0.0, -0.1, 0.0], [0.0, 0.0, 0.0], [0.0, 0.0, 0.0], [0.1, 0.0, 0.0], [0.0, 0.0, 0.0], [-0.3, 0.2, 0.3], [0.4, 1.3, -0.9], [-0.2, 0.2, 0.2], [-0.1, 0.1, 0.0], [0.1, -0.1, -0.4], [0.0, 0.0, 0.3], [0.1, -0.2, -0.2], [0.2, 0.2, 0.1], [-0.9, 0.1, -0.3], [0.2, 0.0, 0.1], [-0.1, 0.1, -0.1], [0.0, 0.0, 0.0], [-0.1, 0.0, 0.0], [0.0, 0.0, 0.0], [0.1, 0.0, -0.1], [0.1, -0.2, -0.1], [0.0, 0.0, 0.0], [0.0, 0.0, 0.1], [0.0, 0.0, 0.0], [0.0, 0.0, 0.1], [0.0, 0.0, 0.0], [0.0, 0.0, 0.0], [0.0, -0.1, 0.0], [0.0, 0.0, 0.0], [0.0, 0.1, 0.1], [0.0, 0.0, 0.0], [0.0, 0.1, 0.0], [-0.1, 0.0, 0.0], [-0.1, 0.0, 0.0], [0.0, 0.0, 0.0], [0.0, 0.0, 0.0], [0.0, 0.0, 0.0], [0.0, 0.0, 0.1], [0.0, -0.1, 0.0], [0.0, 0.0, 0.0], [0.0, 0.0, 0.0], [-0.1, 0.0, 0.0], [0.0, 0.0, 0.1], [0.1, 0.0, 0.0], [0.0, 0.0, -0.1], [0.0, 0.1, 0.0], [0.0, 0.0, 0.1], [0.1, -0.1, 0.0], [0.0, -0.1, 0.0], [-0.1, 0.0, 0.0], [0.1, 0.0, 0.4], [-0.1, 0.1, -0.2], [0.1, -0.1, 0.1], [0.1, 0.2, -0.1], [-0.2, -0.2, 0.0], [0.1, -0.1, 0.2], [0.0, 0.0, 0.1], [0.1, 0.1, 0.0], [0.0, 0.0, -0.1], [0.0, 0.0, 0.0], [0.0, 0.1, 0.0], [0.0, -1.0, -0.8], [-0.2, -0.2, 0.2], [-0.1, -0.1, 0.1], [0.1, 0.0, -0.1], [-0.1, 0.1, 0.1], [-0.1, -0.1, 0.0], [0.0, 0.0, 0.1], [0.1, 0.0, -0.1], [0.0, 0.0, 0.0], [0.0, 0.0, 0.0], [0.0, 0.0, 0.0], [0.0, 0.0, 0.0], [0.0, 0.0, 0.0], [0.0, 0.0, 0.0]], "mol_weight_da": 1385.9, "lumo_ev": -5.3, "relative_energy_kcal_mol": 0.0, "homo_ev": -11.91, "charge": 2}